Density functional theory data (the ωB97M-V functional and the def2-TZVPD basis) for a structure of composition C8H22F6N9O10S2V at a distorted geometry.

Multiplicity: 2
Net charge: +1
Molecular weight, g mol⁻¹: 633.4
E_HOMO (spin up / spin down), eV: -12.63 / -12.76

XYZ file:
```
58
Properties=species:S:1:pos:R:3:mulliken_charge:R:1
V -3.845 -5.065 7.980 1.64
S -2.695 -8.087 7.583 0.67
S -0.777 -6.197 7.228 0.85
F 0.969 -7.719 8.479 -0.22
F -2.035 -9.083 5.227 -0.23
F -4.154 -9.155 5.675 -0.26
F 0.981 -5.687 9.145 -0.23
F -3.230 -7.286 5.112 -0.15
F -0.617 -7.012 9.782 -0.19
O -5.397 -3.703 8.519 -0.59
O -5.391 -6.301 7.211 -0.08
O -3.703 -4.307 6.594 0.06
O -0.626 -4.780 7.100 -0.64
O -2.819 -3.703 9.223 -0.58
O -4.360 -5.872 10.018 -0.32
O -0.283 -7.014 6.180 -0.57
O -1.566 -8.878 7.939 -0.60
O -3.930 -8.341 8.262 -0.68
O -4.550 -4.975 3.632 -0.51
N -6.317 -6.612 5.148 -0.26
N -4.720 -5.996 12.273 -0.45
N -2.386 -6.489 7.606 -0.22
N -1.271 -2.068 8.976 -0.42
N -5.026 -7.842 10.913 -0.29
N -0.956 -3.762 10.512 -0.38
N -5.866 -1.487 8.480 -0.40
N -6.927 -7.933 6.928 -0.37
N -7.239 -2.954 9.606 -0.45
C -6.124 -2.785 8.848 0.59
C -4.570 -3.549 3.691 -0.16
C -3.045 -8.427 5.765 0.64
C -3.202 -2.918 3.465 -0.99
C -4.675 -6.533 11.012 0.37
C -1.704 -3.223 9.534 0.68
C 0.202 -6.690 8.772 0.63
C -6.158 -6.913 6.457 0.36
H -3.369 -1.874 3.182 0.38
H -7.550 -3.887 9.808 0.23
H -5.278 -3.151 2.953 0.42
H -6.826 -8.284 7.861 0.22
H -1.262 -4.609 10.955 0.19
H -0.424 -1.668 9.335 0.16
H -2.711 -3.355 2.594 0.33
H -1.787 -1.659 8.222 0.22
H -4.074 -5.261 12.493 0.22
H -0.023 -3.456 10.717 0.19
H -4.352 -5.215 2.722 0.24
H -5.192 -6.523 12.983 0.17
H -7.411 -8.514 6.268 0.18
H -5.273 -1.208 7.726 0.21
H -7.911 -2.218 9.724 0.18
H -5.126 -8.382 11.752 0.20
H -4.874 -8.290 10.023 0.30
H -4.966 -3.227 4.652 0.06
H -6.427 -0.794 8.945 0.16
H -5.697 -5.955 4.665 0.15
H -2.588 -2.958 4.361 0.16
H -7.020 -7.101 4.625 0.20
```

=====

Density functional theory data (the ωB97M-V functional and the def2-TZVPD basis) for a structure of composition C8H22I2N5NiS5Sb at a distorted geometry.

Multiplicity: 3
Molecular weight, g mol⁻¹: 782.9
E_HOMO (spin up / spin down), eV: -7.50 / -7.50
Energy relative to the best compared isomer or geometry (same formula, charge and spin), eV: 0.761

XYZ file:
```
44
Properties=species:S:1:pos:R:3:mulliken_charge:R:1
I -4.394 0.369 -1.782 -0.66
I -0.914 2.473 -2.146 -0.22
Sb 4.647 1.620 -1.276 0.53
Ni 1.690 0.804 -0.040 0.86
S 2.792 3.309 -1.731 -0.26
S 3.823 0.165 -2.941 -0.56
S 1.635 1.650 -2.341 -0.08
S 3.679 0.822 0.739 -0.66
S 1.122 2.906 1.395 -0.21
N -1.498 2.671 1.507 -0.29
N -0.425 -0.080 0.581 -0.20
N -0.515 2.998 3.544 -0.21
N 1.979 -1.332 -0.844 -0.33
N -2.046 -1.714 -3.009 0.11
C 0.092 -2.456 -1.972 -1.53
C 0.566 3.046 4.521 -0.89
C -0.353 2.853 2.223 0.46
C -1.791 -1.846 -0.504 -0.89
C 0.401 -2.448 0.589 -1.38
C 1.058 -2.463 -0.799 0.39
C -0.824 -1.524 0.648 0.22
C -1.113 -1.536 -1.799 0.51
H -2.379 2.665 1.979 0.16
H -2.895 -1.073 -2.754 -0.07
H 2.380 -1.164 -1.799 -0.08
H 1.691 -3.370 -0.935 0.34
H 1.144 -2.158 1.345 0.48
H 2.802 -1.583 -0.320 0.34
H -2.703 -1.250 -0.400 0.15
H -1.508 2.812 0.490 -0.03
H 0.146 3.322 5.485 0.34
H -0.850 -0.517 -1.916 -0.24
H 0.054 -3.454 0.837 0.36
H -2.272 -2.662 -3.226 0.37
H -2.025 -2.912 -0.452 0.39
H 0.651 -2.177 -2.889 0.44
H 1.110 2.117 4.603 0.29
H -1.449 3.021 3.869 0.22
H -1.604 -1.334 -3.845 0.43
H -1.091 0.455 0.022 0.00
H -0.503 0.352 1.510 0.26
H -0.281 -3.461 -2.070 0.44
H 1.317 3.803 4.281 0.30
H -1.341 -1.718 1.621 0.36
```

=====

Density functional theory data (the ωB97M-V functional and the def2-TZVPD basis) for a structure of composition C8H22LiNO8 at a distorted geometry.

Molecular weight, g mol⁻¹: 267.2
E_HOMO, eV: -7.17

XYZ file:
```
40
Properties=species:S:1:pos:R:3:mulliken_charge:R:1
O 0.521 3.587 -0.762 -0.37
O -1.163 -0.968 -2.148 -0.89
O -1.906 -2.612 2.830 -0.36
O -0.078 3.112 1.231 -0.38
O 2.068 -0.584 -0.590 -0.96
O -0.805 -1.388 1.295 -0.51
O -0.385 1.563 -0.395 -0.57
O 0.082 -1.958 3.279 -0.37
N 1.356 -0.303 -3.253 -0.23
C -2.985 -2.808 1.933 -0.60
C 3.001 0.417 -0.315 -0.60
C -0.010 2.647 0.003 0.88
C 0.678 3.410 -2.158 -0.25
C -0.565 2.200 2.226 -0.18
C -0.871 -1.915 2.381 0.73
C -2.318 -1.700 -2.067 -0.76
C 1.326 -1.328 2.993 -0.56
Li -0.012 -0.593 -0.467 1.25
H 1.649 -1.144 -3.736 0.35
H 2.895 0.908 0.666 0.16
H -2.252 -2.552 -1.363 0.13
H 1.623 -0.164 -2.249 0.03
H 2.044 -1.664 3.736 0.31
H -2.686 -2.102 -3.028 0.29
H -1.510 1.752 1.927 0.29
H -3.701 -3.470 2.413 0.24
H 0.310 -0.439 -3.155 0.39
H 4.036 0.041 -0.338 0.26
H 2.935 1.184 -1.108 0.17
H 1.476 4.050 -2.532 0.24
H -3.175 -1.104 -1.690 0.20
H -0.795 2.779 3.117 0.26
H 1.482 0.553 -3.784 0.36
H -2.719 -3.274 0.983 0.25
H -3.464 -1.855 1.706 0.29
H 0.219 1.479 2.412 -0.15
H 1.286 -0.247 2.933 0.10
H -0.200 3.826 -2.656 0.31
H 0.858 2.351 -2.325 -0.07
H 1.758 -1.685 2.054 0.30
```

=====

Density functional theory data (the ωB97M-V functional and the def2-TZVPD basis) for a structure of composition C8H22MgN6O6 at a distorted geometry.

Molecular weight, g mol⁻¹: 322.6
E_HOMO, eV: -6.98

XYZ file:
```
43
Properties=species:S:1:pos:R:3:mulliken_charge:R:1
Mg 19.667 -7.712 -29.402 1.36
O 21.740 -10.722 -29.879 -0.68
O 17.768 -6.435 -31.936 -0.72
O 17.168 -9.000 -27.346 -0.67
O 22.232 -6.325 -31.900 -0.67
O 22.066 -7.516 -26.524 -0.60
O 17.990 -4.901 -30.506 -0.71
N 23.455 -11.766 -30.566 -0.35
N 21.875 -12.968 -30.271 -0.41
N 22.519 -5.304 -33.780 -0.38
N 21.835 -8.197 -24.502 -0.43
N 23.883 -8.171 -25.401 -0.42
N 24.112 -6.562 -33.054 -0.37
C 16.574 -8.752 -26.129 0.70
C 22.596 -7.849 -25.535 0.63
C 17.037 -4.288 -32.603 -1.02
C 22.992 -5.993 -32.802 0.62
C 22.311 -11.766 -30.165 0.60
C 16.105 -7.295 -25.796 -1.20
C 15.507 -9.794 -25.829 -1.38
C 17.633 -5.216 -31.624 0.78
H 23.795 -10.817 -30.636 0.23
H 16.960 -6.690 -25.493 0.29
H 21.522 -5.144 -33.780 0.25
H 17.582 -3.379 -32.856 0.29
H 20.920 -7.776 -24.422 0.22
H 15.883 -10.803 -25.997 0.33
H 17.332 -9.050 -25.406 0.05
H 15.495 -6.743 -26.511 0.33
H 23.922 -12.661 -30.585 0.18
H 20.873 -13.065 -30.197 0.22
H 24.425 -8.118 -26.252 0.23
H 22.123 -8.910 -23.847 0.17
H 22.396 -13.763 -30.612 0.16
H 15.059 -9.663 -24.844 0.38
H 24.228 -8.421 -24.485 0.18
H 24.616 -7.006 -32.300 0.24
H 24.581 -6.202 -33.872 0.16
H 23.134 -5.166 -34.569 0.14
H 16.942 -4.722 -33.599 0.29
H 15.561 -7.209 -24.856 0.35
H 14.658 -9.605 -26.486 0.32
H 16.088 -3.869 -32.269 0.28
```

=====

Density functional theory data (the ωB97M-V functional and the def2-TZVPD basis) for an isolated molecule of C8H22N2O2Si at a distorted geometry.

Molecular weight, g mol⁻¹: 206.4
E_HOMO, eV: -8.47
Energy relative to the best compared isomer or geometry (same formula, charge and spin), eV: 1.220

XYZ file:
```
35
Properties=species:S:1:pos:R:3:mulliken_charge:R:1
Si -0.324 -1.671 1.229 0.33
O 1.160 -1.647 1.943 -0.43
O -0.208 -2.517 -0.192 -0.25
N -0.129 4.051 0.175 -0.73
N 0.515 1.448 -1.385 -0.06
C 0.002 2.753 -1.835 -0.59
C 2.251 -1.262 1.092 -0.45
C -0.312 0.162 -1.399 -0.21
C 0.568 -3.635 -0.346 -0.63
C -1.512 0.310 -0.440 -0.59
C 0.595 3.934 -1.127 -0.54
C -0.977 0.136 0.966 -0.60
C -1.494 -2.561 2.314 -1.08
H -1.176 4.123 0.076 0.28
H 0.133 -4.274 -1.175 0.23
H -2.183 -0.589 -0.577 0.28
H 2.637 -0.245 1.251 0.21
H 0.263 -0.711 -0.954 -0.23
H 1.734 3.820 -1.046 0.27
H 0.491 -4.226 0.592 0.26
H -1.985 1.216 -0.742 0.48
H 0.216 2.930 -2.924 0.26
H -0.627 -0.082 -2.393 0.37
H -1.094 2.726 -1.726 0.29
H 1.406 1.285 -1.787 0.22
H 0.393 4.874 -1.680 0.35
H 0.044 3.144 0.613 0.32
H -1.690 0.404 1.723 0.49
H 1.664 -3.350 -0.445 0.24
H -0.197 0.876 1.007 0.11
H -1.256 -3.650 2.393 0.30
H -2.547 -2.318 2.099 0.31
H -1.323 -2.244 3.351 0.32
H 3.078 -1.949 1.303 0.25
H 1.886 -1.261 0.045 0.21
```

=====

Density functional theory data (the ωB97M-V functional and the def2-TZVPD basis) for a structure of composition C8H22N2O3PTeTl at a distorted geometry.

Molecular weight, g mol⁻¹: 557.2
E_HOMO, eV: -6.81
Energy relative to the best compared isomer or geometry (same formula, charge and spin), eV: 0.077

XYZ file:
```
38
Properties=species:S:1:pos:R:3:mulliken_charge:R:1
Tl -1.386 0.003 -1.952 0.51
Te 0.849 -2.484 -1.216 -0.41
P 1.830 -0.461 -0.279 0.18
O 2.834 -0.777 0.908 -0.28
O 2.744 0.083 -1.511 -0.12
O 0.696 0.412 0.178 -0.61
N -2.971 -1.617 -0.625 -0.42
N -1.907 1.389 0.265 -0.39
C -4.307 0.879 0.809 -0.47
C -5.006 -0.461 0.535 -0.78
C 5.265 -1.186 1.004 -1.21
C 3.093 2.558 -1.396 -1.27
C -4.394 -1.332 -0.618 -0.58
C 3.729 1.171 -1.227 0.04
C -2.853 0.995 1.325 -0.67
C 3.881 -1.809 0.879 -0.16
H -2.492 -1.599 0.294 0.19
H 2.519 2.899 -0.558 0.32
H 3.791 -2.433 -0.043 0.26
H -4.641 -0.742 -1.521 0.24
H -5.090 -1.049 1.428 0.35
H -2.873 1.753 2.168 0.38
H -2.775 -2.520 -1.011 0.29
H -4.912 1.316 1.629 0.27
H -2.463 0.050 1.759 0.35
H 2.502 2.566 -2.286 0.30
H -5.025 -2.226 -0.688 0.34
H -4.601 1.631 0.002 0.32
H -0.944 1.243 0.562 0.34
H -2.063 2.372 0.033 0.20
H 5.670 -0.975 0.054 0.33
H 3.874 3.265 -1.546 0.44
H 4.181 1.010 -0.247 0.16
H 3.646 -2.525 1.691 0.33
H 5.928 -1.984 1.419 0.37
H -6.015 -0.248 0.232 0.36
H 4.458 1.109 -2.081 0.23
H 5.228 -0.279 1.629 0.29
```

=====

Question: Which formula does entry 1 have?
Answer: C8H22F6N9O10S2V